Formula: C5H3N3
Source: OMol25
Level of theory: ωB97M-V/def2-TZVPD

Last column: Mulliken charge in e.
CARTESIAN COORDINATES (ANGSTROEM)
C -1.7250 -0.1715 -0.1483  0.490
C -0.2819 1.4064 0.0077  -0.137
C 0.3584 -0.0524 -0.0586  0.648
C 1.8435 -0.1333 -0.2192  -0.455
C 3.0240 -0.4260 0.1100  -0.174
H -2.7800 -1.8867 0.0047  0.318
H 0.2635 2.2882 -0.0322  0.445
H 4.1135 -0.4310 0.5803  0.311
N -2.8610 -0.7559 0.2618  -0.548
N -1.4830 1.2225 -0.1343  -0.433
N -0.4720 -1.0604 -0.3720  -0.465

The calculation puts the largest force on an atom at 0.125 Eh/bohr. For the total energy, the calculation gives -9698.3713 eV. Its net charge is 0. The HOMO-LUMO gap is 0.320 Ha. As for the SMILES: [H]/N=C1/N=CC(C#C)=N1. Its lowest unoccupied orbital energy is -1.4 eV. For the HOMO energy, the calculation gives -10.09 eV.